One molecule with the formula C22H26ClN3O4S in a non-equilibrium geometry, computed with ωB97M-V/def2-TZVPD.

HOMO-LUMO gap (eV): 9.380
Energy above the lowest of the compared OMol25 structures with the same formula, charge and spin (eV): 0.136
Net charge: 0
Maximum force (eV Å⁻¹): 1.262
LUMO level (eV): 0.455
2S+1: 1

```
57
Properties=species:S:1:pos:R:3:mulliken_charge:R:1
O 2.4714 2.9877 -1.2553 -0.679
C 3.1457 2.6930 -0.2870 0.650
N 2.7389 2.9075 0.9797 -0.051
H 3.3081 2.5947 1.7487 0.286
C 1.5098 3.6119 1.2797 -1.434
C 0.3418 2.7313 1.6571 0.997
C 0.5030 1.5767 2.4112 -0.279
C -0.5881 0.7973 2.7555 -0.858
C -1.8561 1.1818 2.3516 0.677
C -2.0393 2.3329 1.6029 -0.731
C -0.9395 3.0961 1.2590 -0.601
H -1.0789 3.9871 0.6654 0.380
H -3.0271 2.6110 1.2745 0.395
Cl -3.2232 0.2232 2.7758 -0.187
H -0.4556 -0.0995 3.3400 0.438
H 1.4875 1.2695 2.7327 0.290
H 1.7084 4.3199 2.0933 0.429
H 1.2512 4.1760 0.3797 0.428
C 4.5275 2.0731 -0.4395 -0.804
H 5.0038 2.5746 -1.2845 0.342
H 5.1366 2.2309 0.4503 0.354
C 4.4388 0.5716 -0.7407 -0.713
N 3.4134 0.2892 -1.7192 -0.150
C 2.5685 -0.7542 -1.5546 -0.031
O 2.7814 -1.6169 -0.7247 -0.667
C 1.3658 -0.7280 -2.4944 0.178
C 0.4612 0.4601 -2.1367 -1.108
C -0.0785 0.2673 -0.7224 -1.028
N -0.8107 -0.9701 -0.5766 0.281
S -2.4097 -0.9197 -1.0525 1.292
O -2.9280 0.3698 -0.6892 -0.631
O -2.6047 -1.3487 -2.4129 -0.726
C -3.1418 -2.1474 0.0309 0.470
C -2.5583 -2.4490 1.2461 -0.150
C -3.1824 -3.3531 2.0904 -0.714
C -4.3813 -3.9381 1.7149 -0.462
C -4.9578 -3.6297 0.4930 -0.622
C -4.3346 -2.7282 -0.3546 -0.534
H -4.7512 -2.4678 -1.3148 0.458
H -5.8911 -4.0877 0.2024 0.408
H -4.8682 -4.6380 2.3777 0.397
H -2.7365 -3.5960 3.0430 0.407
H -1.6245 -1.9804 1.5118 0.403
C -0.0960 -2.1535 -1.0087 -0.937
C 0.5330 -2.0101 -2.3965 -1.299
H 1.1601 -2.8821 -2.5870 0.452
H -0.2636 -1.9718 -3.1416 0.451
H -0.8121 -2.9782 -1.0080 0.557
H 0.6882 -2.3576 -0.2747 0.516
H -0.7692 1.0682 -0.4628 0.566
H 0.7443 0.2574 0.0001 0.325
H 0.9924 1.4113 -2.1882 0.478
H -0.3800 0.4917 -2.8322 0.552
H 1.7394 -0.6130 -3.5183 0.485
H 3.1701 1.0393 -2.3488 0.383
H 4.1845 0.0000 0.1582 0.394
H 5.4128 0.2165 -1.0994 0.276
```

---

One molecule with the formula C22H26FN3O4, computed with ωB97M-V/def2-TZVPD.

HOMO-LUMO gap (eV): 9.151
Energy above the lowest of the compared OMol25 structures with the same formula, charge and spin (eV): 2.067
Net charge: 0
Maximum force (eV Å⁻¹): 0.790
LUMO level (eV): 0.599
2S+1: 1

```
56
Properties=species:S:1:pos:R:3:mulliken_charge:R:1
O -2.9439 -2.6855 -0.3340 -0.691
C -2.4745 -1.5712 -0.3280 -0.057
N -3.1753 -0.4036 -0.3682 0.088
C -4.5555 -0.2084 -0.4225 0.604
C -5.0159 1.1072 -0.4019 -0.582
C -6.3747 1.3392 -0.4575 0.307
C -7.2972 0.3114 -0.5330 -0.608
C -6.8239 -0.9893 -0.5519 -0.572
C -5.4681 -1.2576 -0.4975 -0.574
H -5.1093 -2.2726 -0.5126 0.517
H -7.5233 -1.8089 -0.6106 0.378
H -8.3508 0.5346 -0.5753 0.440
F -6.8140 2.6157 -0.4365 -0.326
H -4.3275 1.9366 -0.3432 0.508
H -2.6291 0.4530 -0.3287 -0.004
C -0.9877 -1.2731 -0.2602 -0.033
C -0.6039 -0.4997 1.0043 0.023
C -0.1459 0.9379 0.8674 0.219
O -0.7718 1.8177 0.3058 -0.780
N 1.0182 1.0607 1.5246 0.193
C 1.6626 2.3372 1.7427 -1.094
C 2.2527 2.9536 0.4718 -0.659
C 3.5378 2.2745 -0.0007 -0.992
N 3.3465 0.8711 -0.3085 0.806
C 2.5733 0.6092 -1.5210 -0.433
C 3.4603 0.1927 -2.6931 -0.733
H 2.8563 -0.0012 -3.5838 0.395
O 4.1729 -0.9990 -2.4184 -0.422
C 4.4093 -1.1934 -1.0362 -0.223
C 4.6030 0.1334 -0.3130 -0.862
H 5.4129 0.6939 -0.8113 0.400
H 4.9096 -0.0473 0.7232 0.455
H 3.5695 -1.7350 -0.5789 -0.045
H 5.3109 -1.8072 -0.9670 0.429
H 4.1696 1.0025 -2.9297 0.291
H 2.0010 1.4943 -1.7995 0.485
H 1.8745 -0.2040 -1.3031 -0.298
H 4.2766 2.3305 0.8051 0.489
H 3.9422 2.8374 -0.8615 0.273
H 2.4801 4.0015 0.6758 0.440
H 1.4874 2.9252 -0.3029 0.290
H 2.4399 2.1967 2.4954 0.472
H 0.9064 3.0264 2.1351 0.478
C 1.5681 -0.1776 2.0532 -0.623
C 0.6823 -1.2530 1.4555 0.971
C 0.1586 -2.5023 2.1308 -1.236
C -0.3119 -3.2423 1.1329 -0.935
H -0.8407 -4.1726 1.1535 0.589
C 0.0022 -2.4755 -0.1352 0.308
H 0.1382 -3.0559 -1.0424 0.702
O 1.1818 -1.7761 0.2300 -0.456
H 0.1109 -2.6560 3.1901 0.474
H 2.5975 -0.2980 1.7112 0.027
H 1.5266 -0.1832 3.1485 0.452
H -1.3915 -0.5406 1.7628 0.224
H -0.7032 -0.7041 -1.1519 0.513
```

---

C22H26InN3O5S3 as an isolated structure in a non-equilibrium geometry, computed with ωB97M-V/def2-TZVPD.

HOMO-LUMO gap (eV): 6.582
Net charge: +2
Maximum force (eV Å⁻¹): 2.241
LUMO level (eV): -5.921
2S+1: 1

```
60
Properties=species:S:1:pos:R:3:mulliken_charge:R:1
In -0.5629 2.0561 0.3624 1.328
C -2.9637 2.2478 -2.2479 -0.982
C -3.5189 3.4699 -1.5259 -0.831
S -2.3467 4.1433 -0.3400 0.114
C -3.4030 4.3121 1.1471 -0.828
C -3.7875 3.0182 1.9130 -0.792
S -2.5485 1.7477 2.2050 0.067
C -3.3177 0.3238 1.3536 -0.798
C -3.7532 0.5870 -0.1032 -0.631
S -2.4103 0.8005 -1.2646 0.042
H -2.0726 2.4879 -2.8112 0.479
H -3.6941 1.8874 -2.9681 0.581
H -4.4212 3.1960 -1.0219 0.560
H -3.7462 4.1694 -2.3000 0.501
H -4.3039 4.8287 0.7905 0.560
H -2.9282 5.0414 1.7731 0.444
H -4.5941 2.5196 1.3804 0.437
H -4.1558 3.2595 2.8965 0.567
H -4.2505 0.0467 1.8262 0.637
H -2.5683 -0.4567 1.4153 0.327
H -4.4071 1.4802 -0.1666 0.214
H -4.3756 -0.2388 -0.4788 0.555
O 0.6848 5.1502 3.3075 -0.412
C 0.4966 4.1593 2.5426 0.687
O -0.1850 4.1499 1.5253 -0.549
C 1.1034 2.8091 2.9502 -0.746
O 1.1844 2.0090 1.8361 -0.511
C 2.3357 2.3042 0.9425 -0.468
C 2.0473 2.9295 -0.4042 0.575
O 2.9717 3.4833 -0.9180 -0.588
O 0.8812 2.7080 -0.9392 -0.733
H 0.1714 5.9654 3.0711 0.432
H 2.0825 2.8627 3.4174 0.474
H 0.3945 2.4137 3.6722 0.355
H 2.9976 2.9839 1.4798 0.504
H 2.8029 1.3215 0.7579 0.310
N 3.0092 -3.8544 -1.9656 -0.027
C 3.2953 -5.2283 -1.9302 0.787
C 3.9952 -6.0052 -2.8446 -1.137
C 3.9805 -7.3620 -2.5618 -0.471
C 3.3440 -7.8790 -1.4333 -0.483
C 2.6688 -7.0713 -0.5291 -0.756
C 2.6556 -5.6980 -0.8067 0.685
N 2.0384 -4.6621 -0.1217 -0.600
C 2.2326 -3.5970 -0.8722 -0.369
C 1.5722 -2.3562 -0.5028 1.158
C 1.1963 -2.0988 0.8241 -0.959
C 0.4950 -0.9408 1.1118 -0.393
N 0.2649 -0.0093 0.1939 -0.187
C 0.6003 -0.2227 -1.0949 -0.317
C 1.2302 -1.3862 -1.4616 -0.947
H 3.2972 -3.2085 -2.6622 0.169
H 4.4970 -5.6271 -3.6768 0.460
H 4.5247 -7.9867 -3.1887 0.447
H 3.5096 -8.9647 -1.2095 0.322
H 2.2265 -7.5535 0.3094 0.467
H 1.4140 -2.7925 1.5781 0.626
H 0.1875 -0.7388 2.0982 0.677
H 0.4339 0.5488 -1.8130 0.600
H 1.4921 -1.4831 -2.5168 0.369
```

---

One molecule with the formula C22H26N2O2 in a non-equilibrium geometry, computed with ωB97M-V/def2-TZVPD.

HOMO-LUMO gap (eV): 8.172
Energy above the lowest of the compared OMol25 structures with the same formula, charge and spin (eV): 1.955
Net charge: 0
Maximum force (eV Å⁻¹): 1.201
LUMO level (eV): 0.502
2S+1: 1

```
52
Properties=species:S:1:pos:R:3:mulliken_charge:R:1
C -2.5504 -1.5866 2.4435 -1.246
C -1.3551 -0.9996 1.7959 0.861
C -0.6056 0.1060 2.0945 0.783
N 0.3918 0.2189 1.1704 -0.532
C 0.2328 -0.7871 0.3556 0.377
C 1.0447 -1.0878 -0.7994 0.241
C 0.7754 -2.1990 -1.5984 -0.697
C 1.5588 -2.4653 -2.7014 -0.736
C 2.6230 -1.6308 -3.0415 0.577
C 2.8863 -0.5212 -2.2371 -0.736
C 2.1129 -0.2522 -1.1292 -0.618
H 2.3138 0.5994 -0.4989 0.506
H 3.7206 0.1216 -2.4773 0.489
C 3.4467 -1.9119 -4.2253 0.365
C 3.8372 -3.2145 -4.5283 -0.453
C 4.6113 -3.4762 -5.6433 -0.557
C 5.0029 -2.4428 -6.4779 -0.419
C 4.6186 -1.1443 -6.1879 -0.564
C 3.8501 -0.8796 -5.0699 -0.443
H 3.5387 0.1329 -4.8579 0.473
H 4.9178 -0.3346 -6.8378 0.373
H 5.6051 -2.6485 -7.3506 0.369
H 4.9122 -4.4906 -5.8621 0.371
H 3.5488 -4.0227 -3.8718 0.471
H 1.3327 -3.3182 -3.3247 0.476
H -0.0525 -2.8448 -1.3465 0.461
O -0.8201 -1.5690 0.6868 -0.461
C -0.7919 1.0668 3.2188 -1.488
N -2.0721 1.7476 3.1254 0.638
C -2.5964 2.2298 4.3842 -0.898
H -2.0916 1.7233 5.2081 0.424
C -4.0896 1.9069 4.5075 -0.500
O -4.2293 0.5145 4.6956 -0.510
H -5.1650 0.2889 4.6946 0.297
H -4.5101 2.4523 5.3656 0.421
H -4.6143 2.2254 3.5978 0.305
H -2.4591 3.3147 4.5162 0.386
C -2.2453 2.6802 2.0151 0.028
C -2.6925 1.9479 0.7462 -1.474
H -3.0910 2.6621 0.0287 0.493
H -1.8592 1.4308 0.2814 0.234
H -3.4644 1.2229 0.9892 0.288
C -1.0187 3.5498 1.7163 -1.533
H -1.2836 4.3092 0.9848 0.454
H -0.2129 2.9453 1.3085 0.300
H -0.6704 4.0489 2.6190 0.365
H -3.0665 3.3451 2.3100 0.442
H 0.0701 1.7489 3.2413 0.286
H -0.7968 0.4933 4.1500 0.563
H -2.9579 -0.8700 3.1517 0.046
H -3.3007 -1.8312 1.6934 0.326
H -2.2897 -2.5049 2.9708 0.376
```

---

E (eV)
-59255.4371, -38613.4089, -75610.6175, -30311.2526